one:
{
  "formula": "C4H11NO2S",
  "method": "the ωB97M-V functional and the def2-TZVPD basis",
  "total_charge": 0,
  "e_lumo_ha": 0.0194,
  "homo_lumo_gap_ev": 9.859,
  "species": ["O", "C", "C", "C", "C", "S", "N", "H", "H", "H", "H", "H", "H", "H", "H", "H", "H", "H", "O"],
  "xyz": [[-0.3754, 2.6042, 1.4162], [-0.2692, 1.4150, 1.5364], [0.3381, 0.5411, 0.4447], [-0.7194, 0.4424, -0.6725], [-0.2103, -0.2936, -1.8974], [0.4303, -1.9810, -1.6088], [1.5801, 1.0514, -0.0802], [-0.5917, 0.9356, 2.4855], [0.5140, -0.4435, 0.8836], [-1.6694, 0.1020, -0.2410], [-0.8688, 1.4851, -0.9612], [0.5859, 0.3020, -2.3382], [-0.9745, -0.4836, -2.6426], [1.5287, -1.6763, -0.9223], [1.4500, 2.0441, -0.3148], [2.2995, 1.0435, 0.6402], [-0.8843, -1.9151, 2.0583], [-1.1730, -2.4227, 0.6602], [-0.9906, -2.7507, 1.5541]],
  "lowdin_charge": [0.067, -0.226, -0.429, -0.227, -0.537, 0.727, 0.059, 0.126, 0.106, 0.122, 0.117, 0.066, 0.061, -0.146, 0.097, 0.089, 0.030, -0.018, -0.087]
}



two:
{
  "formula": "C4H11NO2S",
  "method": "the ωB97M-V functional and the def2-TZVPD basis",
  "total_charge": 0,
  "e_lumo_ha": 0.0204,
  "homo_lumo_gap_ev": 9.518,
  "species": ["C", "C", "C", "S", "C", "N", "O", "H", "H", "H", "H", "H", "H", "H", "H", "H", "H", "H", "O"],
  "xyz": [[0.0344, 0.1195, -1.5529], [-0.9711, 0.3498, -0.4081], [-1.3408, -0.8340, 0.4820], [-2.9164, -1.6830, 0.1570], [1.3256, -0.3922, -0.9260], [2.2210, 0.6264, -0.6613], [1.5500, -1.5098, -0.5234], [0.1215, 1.0440, -2.1127], [-0.3676, -0.7205, -2.1283], [-0.6848, 1.2559, 0.1516], [-1.8727, 0.7741, -0.8565], [-0.6588, -1.6589, 0.2521], [-1.2844, -0.5835, 1.5310], [-3.8086, -0.6610, 0.2552], [3.1471, 0.4838, -0.2845], [2.0337, 1.5399, -1.0488], [1.0606, 0.2361, 1.9101], [1.6259, 1.0038, 3.0292], [0.7854, 0.6097, 2.7342]],
  "lowdin_charge": [-0.109, -0.265, -0.570, 0.690, -0.550, 0.148, 0.056, 0.112, 0.128, 0.112, 0.095, 0.051, 0.057, -0.145, 0.108, 0.095, -0.011, 0.050, -0.050]
}



Which of them is the least stable? Correct choice: one.



one:
{
  "formula": "C4H9NOS",
  "method": "the ωB97M-V functional and the def2-TZVPD basis",
  "total_charge": 0,
  "e_lumo_ha": 0.0118,
  "homo_lumo_gap_ev": 9.868,
  "species": ["C", "C", "C", "C", "N", "O", "S", "H", "H", "H", "H", "H", "H", "H", "H", "H"],
  "xyz": [[-2.3836, -2.9594, 2.3709], [1.2572, 0.3955, 0.3781], [0.3736, -0.8394, -0.1689], [-1.0367, -0.3456, -0.3831], [-1.6786, 0.4236, 0.6781], [-1.8778, -3.9148, 1.9135], [-3.2452, -2.0484, 3.2688], [-1.3734, 1.4217, 0.4509], [2.2600, 0.1269, 0.5615], [1.3805, 1.1961, -0.2720], [0.9212, 0.8287, 1.3624], [0.3586, -1.6011, 0.6711], [0.7883, -1.4224, -1.0499], [-0.9806, 0.2706, -1.4147], [-1.8398, -1.1101, -0.5220], [-1.1627, 0.1298, 1.5740]],
  "lowdin_charge": [-0.877, -0.102, -0.234, -0.383, -0.050, 0.074, 0.794, 0.088, 0.039, 0.035, 0.077, 0.101, 0.117, 0.147, 0.097, 0.078]
}



two:
{
  "formula": "C4H9NOS",
  "method": "the ωB97M-V functional and the def2-TZVPD basis",
  "total_charge": 0,
  "e_lumo_ha": 0.0165,
  "homo_lumo_gap_ev": 9.384,
  "species": ["C", "C", "C", "C", "H", "H", "H", "H", "H", "H", "H", "H", "H", "N", "O", "S"],
  "xyz": [[-0.4352, 0.6734, 0.6421], [0.5948, -0.4138, 0.4568], [-0.3111, -1.3092, -0.3940], [-1.4253, -0.5742, 0.4487], [-1.2005, 2.4153, -0.2234], [-0.3906, 1.4956, -1.1249], [-0.6799, 1.0417, 1.6937], [0.6849, -1.0450, 1.3927], [2.7087, -1.3331, 0.0229], [-0.4776, -0.8413, -1.4395], [-0.1817, -2.3346, -0.3133], [-1.8251, -1.0103, 1.4393], [-2.5890, -1.0448, -1.2079], [-0.3538, 1.8385, -0.2377], [-2.5844, -0.1195, -0.3415], [2.2852, 0.0303, -0.1728]],
  "lowdin_charge": [-0.361, -0.678, -0.137, -0.337, 0.092, 0.020, 0.151, 0.124, -0.090, 0.140, 0.079, 0.162, 0.255, 0.078, -0.169, 0.670]
}



Which of them is the least stable? Correct choice: two.



one:
{
  "formula": "C4H9NOS",
  "method": "the ωB97M-V functional and the def2-TZVPD basis",
  "total_charge": 0,
  "e_lumo_ha": 0.0344,
  "homo_lumo_gap_ev": 8.932,
  "species": ["C", "C", "C", "C", "H", "H", "H", "H", "H", "H", "H", "H", "H", "N", "O", "S"],
  "xyz": [[0.8385, 2.4444, -0.2648], [-0.2342, -0.8573, 0.0173], [-0.0679, -1.3375, 1.5067], [-1.1203, -1.6891, -2.0396], [1.0747, 3.2906, 0.4222], [0.0930, 2.7554, -1.1099], [1.7710, 2.4163, -0.7667], [-0.1075, -2.4039, 1.3001], [-1.0068, -0.8691, 2.1073], [0.9057, -0.8379, 1.9778], [-1.7556, -0.7510, -1.9535], [-1.6240, -2.5195, -2.3747], [-0.3121, -1.5891, -2.7568], [0.0123, 0.3825, -0.2577], [-0.3692, -1.9148, -0.7842], [0.4583, 1.3616, 0.9946]],
  "lowdin_charge": [-0.508, -0.536, -0.069, -0.010, 0.016, 0.094, 0.018, 0.059, 0.121, 0.073, 0.117, 0.049, 0.086, -0.287, -0.087, 0.864]
}



two:
{
  "formula": "C4H9NOS",
  "method": "the ωB97M-V functional and the def2-TZVPD basis",
  "total_charge": 0,
  "e_lumo_ha": 0.0351,
  "homo_lumo_gap_ev": 9.523,
  "species": ["C", "C", "C", "C", "N", "O", "S", "H", "H", "H", "H", "H", "H", "H", "H", "H"],
  "xyz": [[0.2988, 2.2994, -0.3737], [-1.0950, 1.8180, -0.8666], [-0.2665, 1.0277, 0.1180], [0.8847, -2.2058, 1.3370], [0.2712, -0.4919, -0.5433], [-0.5292, -2.9535, -0.6897], [-0.5567, -1.8381, 0.1864], [1.2201, 2.1892, -1.0571], [0.4907, 3.2077, 0.2423], [-2.0738, 2.3951, -0.6617], [-1.2717, 1.2566, -1.8041], [-0.5261, 0.7643, 1.0872], [0.6648, -3.1668, 1.8899], [0.9457, -1.3117, 1.9653], [1.5730, -2.5397, 0.6885], [-0.0301, -0.4506, -1.5184]],
  "lowdin_charge": [-0.127, -0.126, -0.267, -0.212, -0.213, -0.509, 0.784, 0.126, 0.108, 0.122, 0.092, 0.078, 0.069, 0.044, -0.013, 0.043]
}



three:
{
  "formula": "C4H9NOS",
  "method": "the ωB97M-V functional and the def2-TZVPD basis",
  "total_charge": 0,
  "e_lumo_ha": 0.0264,
  "homo_lumo_gap_ev": 9.177,
  "species": ["C", "N", "C", "C", "S", "C", "O", "H", "H", "H", "H", "H", "H", "H", "H", "H"],
  "xyz": [[1.7986, -1.4083, 0.4232], [1.1250, -0.5620, -0.5716], [0.4066, 0.6286, -0.1819], [-0.9064, 1.0191, -1.0749], [-2.0608, 2.1666, -0.0456], [-0.7284, 0.1324, 0.9017], [-1.3171, -0.9219, 0.9178], [1.8698, -2.3809, -0.0254], [2.7731, -1.0201, 0.7663], [1.2389, -1.4656, 1.3791], [0.3079, -1.2026, -0.6934], [1.0959, 1.4565, -0.1872], [-0.7321, 1.5980, -1.9752], [-1.3547, 0.0941, -1.4462], [-3.0437, 1.1520, 0.0170], [-0.4726, 0.7140, 1.7961]],
  "lowdin_charge": [-0.123, -0.110, -0.292, -0.425, 0.710, -0.412, 0.033, 0.076, 0.079, 0.076, 0.098, 0.131, 0.048, 0.082, -0.073, 0.102]
}



Which of them is the least stable? Correct choice: two.



one:
{
  "formula": "C4H9NOS",
  "method": "the ωB97M-V functional and the def2-TZVPD basis",
  "total_charge": 0,
  "e_lumo_ha": 0.0233,
  "homo_lumo_gap_ev": 8.836,
  "species": ["C", "C", "C", "C", "N", "O", "S", "H", "H", "H", "H", "H", "H", "H", "H", "H"],
  "xyz": [[-2.0576, -0.8271, 1.9672], [-3.2958, -0.3205, 1.2218], [3.5074, -0.4306, -1.5171], [3.3590, 0.8731, -1.8153], [-2.1325, 0.5724, 1.5815], [-1.0122, 0.5205, -0.7021], [-1.2237, 1.4928, 0.6039], [-2.0275, -1.0628, 2.9760], [-1.3264, -1.3451, 1.3999], [-3.2187, -0.7026, 0.1603], [-4.1915, -0.1747, 1.8278], [-0.0310, 0.6199, -0.8818], [2.5752, -0.9740, -1.5279], [4.4359, -0.9543, -1.3192], [2.3899, 1.2291, -1.9817], [4.2494, 1.4839, -1.9933]],
  "lowdin_charge": [-0.170, -0.105, -0.067, -0.068, -0.508, -0.480, 0.851, 0.073, 0.085, 0.115, 0.098, 0.034, 0.033, 0.046, 0.012, 0.052]
}



two:
{
  "formula": "C4H9NOS",
  "method": "the ωB97M-V functional and the def2-TZVPD basis",
  "total_charge": 0,
  "e_lumo_ha": 0.0246,
  "homo_lumo_gap_ev": 8.479,
  "species": ["C", "C", "C", "C", "N", "O", "S", "H", "H", "H", "H", "H", "H", "H", "H", "H"],
  "xyz": [[1.1034, 1.3888, -0.0622], [-0.4491, -0.5821, -1.4341], [0.6362, -1.1238, 0.7942], [-0.1759, -0.1461, -0.0258], [-1.2429, 0.4692, 0.7010], [0.5632, 2.2984, 0.6883], [2.4314, 1.3740, -0.9399], [-0.9055, -1.5742, -1.4382], [0.4848, -0.6377, -1.9896], [-1.1141, 0.1107, -1.9448], [0.1155, -2.0786, 0.9162], [0.8503, -0.7121, 1.7789], [1.5825, -1.3122, 0.2924], [-2.0665, 0.6436, 0.1345], [-0.3277, 1.9208, 0.9840], [-1.4855, -0.0387, 1.5450]],
  "lowdin_charge": [-0.832, -0.064, -0.073, -0.511, 0.046, -0.025, 0.684, 0.085, 0.066, 0.082, 0.084, 0.086, 0.074, 0.106, 0.089, 0.104]
}



Which of them is the least stable? Correct choice: one.